# 1
A 2-piece molecular cluster, C5H13NO overall at a distorted geometry. Source: the OMol25 dataset; level of theory: the ωB97M-V functional and the def2-TZVPD basis.

Values from the calculation:
Gap between HOMO and LUMO: 8.968 eV
HOMO level: -8.285 eV
Structure (SMILES): CCC1(N)CC1.O
Calculated total energy: -8931.980 eV
Net charge: 0
Relative energy (zero: lowest compared OMol25 entry of this formula, charge and spin): 195.9 kJ/mol

Each line ends with the Mulliken charge.
Atoms and positions in Å:
C: -1.7788 -0.0373 0.3507  -1.100
C: -0.2980 -0.1823 0.6260  -0.790
C: 0.5298 -0.6552 -0.5730  0.867
C: 1.5286 -1.8004 -0.4614  -0.766
C: 0.2441 -2.0357 -1.1271  -0.650
H: -0.5052 2.7207 2.8375  0.314
H: -0.6519 4.1079 2.5335  0.295
H: -2.0147 0.8489 -0.2386  0.273
H: -2.3383 0.0838 1.3228  0.320
H: -2.2247 -0.9013 -0.1932  0.346
H: -0.1935 -0.8938 1.3949  0.315
H: 0.0573 0.7554 1.0381  0.372
H: 0.6167 1.2990 -1.2833  0.251
H: 0.6535 0.1356 -2.4726  0.204
H: 2.4580 -1.7454 -1.0234  0.300
H: 1.6958 -2.3843 0.5053  0.192
H: 0.2149 -1.9251 -2.2166  0.237
H: -0.5213 -2.7262 -0.6222  0.261
N: 0.9275 0.3461 -1.5163  -0.631
O: -0.6368 3.3084 2.0176  -0.612

# 2
A 2-piece molecular cluster, C5H13NO overall. Source: the OMol25 dataset; level of theory: the ωB97M-V functional and the def2-TZVPD basis.

Values from the calculation:
Gap between HOMO and LUMO (spin up / spin down): 10.871 / 6.127 eV
HOMO level (spin up / spin down): -15.063 / -15.062 eV
⟨S²⟩: 0.75
Multiplicity: 2
Calculated total energy: -8924.329 eV
Net charge: +1
Relative energy (zero: lowest compared OMol25 entry of this formula, charge and spin): 137.2 kJ/mol

Each line ends with the Mulliken charge.
Atoms and positions in Å:
C: -1.6959 -0.6458 0.7540  -0.541
C: -1.6761 -0.2433 2.2421  -1.125
C: -0.3965 -1.1518 0.2224  0.641
O: 0.5949 -1.2593 0.9993  -0.193
N: -0.2696 -1.5040 -1.0269  -0.257
H: -2.4346 -1.4100 0.5095  0.433
H: -2.0415 0.1852 0.1445  0.424
H: -1.4406 0.8043 2.3258  0.360
H: 0.6017 -1.7990 -1.4642  0.320
H: -1.0039 -1.1896 -1.6604  0.263
H: -0.8892 -0.7699 2.7788  0.334
H: -2.6093 -0.5325 2.7234  0.318
C: 1.1919 1.4342 -1.4357  -0.484
C: 2.0493 2.6929 -1.4436  -0.984
H: 0.7025 1.2596 -2.4065  0.307
H: 1.7670 0.5509 -1.1605  0.199
H: 0.3350 1.4989 -0.7453  0.129
H: 3.1136 2.4398 -1.3483  0.275
H: 1.8206 3.3758 -0.6237  0.293
H: 2.0114 3.2343 -2.3945  0.289

# 3
A 3-piece molecular cluster, C5H13NO2 overall at a distorted geometry. Source: the OMol25 dataset; level of theory: the ωB97M-V functional and the def2-TZVPD basis.

Values from the calculation:
Gap between HOMO and LUMO: 5.262 eV
HOMO level: -8.171 eV
Calculated total energy: -10975.730 eV
Net charge: 0
Relative energy (zero: lowest compared OMol25 entry of this formula, charge and spin): 593.3 kJ/mol

Each line ends with the Mulliken charge.
Atoms and positions in Å:
N: -1.2264 -0.1997 0.3887  -0.306
C: -0.6008 0.9996 -0.0949  0.150
C: 0.2288 1.5600 0.9968  -0.154
C: 1.4959 1.0248 1.3159  0.029
C: 2.5867 1.5887 1.8639  -0.734
C: 0.1682 0.6085 -1.3427  -1.247
H: -1.7352 -0.1386 1.2557  0.212
H: -1.3565 1.7434 -0.3238  0.303
H: -0.3238 2.0951 1.7686  0.430
H: 1.6534 0.0254 0.8880  0.278
H: 2.5659 2.6457 2.1032  0.270
H: 3.4528 0.9594 2.0457  0.284
H: 0.8082 1.3608 -1.8312  0.291
H: -0.5847 0.1815 -2.0146  0.336
H: 0.7365 -0.2421 -0.9885  0.359
H: -3.0407 -3.1937 -1.4009  0.267
H: -0.7265 -1.0893 0.0516  0.347
O: -2.5969 -2.4453 -1.7964  -0.685
H: -1.6281 -2.5016 -1.4623  0.420
H: 0.2543 -2.9011 -0.5401  0.158
O: -0.1312 -2.0816 -0.8828  -1.009

# 4
One molecule with the formula C5H13NO2. Source: the OMol25 dataset; level of theory: the ωB97M-V functional and the def2-TZVPD basis.

Values from the calculation:
Gap between HOMO and LUMO: 10.555 eV
HOMO level: -9.758 eV
Structure (SMILES): C[C@H](O)C[C@@](C)(N)O
Calculated total energy: -10981.101 eV
Net charge: 0
Relative energy (zero: lowest compared OMol25 entry of this formula, charge and spin): 75.0 kJ/mol

Each line ends with the Mulliken charge.
Atoms and positions in Å:
C: 0.6868 -0.2633 -0.6121  1.256
C: -1.3606 0.7928 0.6656  0.367
C: -0.0351 0.9946 -0.0862  -1.140
C: 1.6095 0.1015 -1.7789  -1.695
C: -1.3175 -0.1652 1.8452  -1.440
N: 1.4857 -0.9340 0.3891  -0.736
O: -0.2519 -1.2099 -1.0690  -0.618
O: -2.3688 0.3482 -0.2414  -0.603
H: 0.2711 -2.0299 -1.1382  0.421
H: -1.9841 -0.4166 -0.7209  0.426
H: -1.6860 1.7725 1.0345  0.427
H: 0.8911 -1.2428 1.1533  0.251
H: 2.1448 -0.2728 0.7983  0.296
H: -0.2721 1.6283 -0.9532  0.311
H: 0.6540 1.5808 0.5357  0.375
H: 2.1718 -0.7730 -2.1294  0.407
H: 2.3256 0.8837 -1.5047  0.337
H: 1.0259 0.4470 -2.6403  0.378
H: -0.4954 0.0692 2.5272  0.317
H: -2.2561 -0.1043 2.4077  0.374
H: -1.2386 -1.2068 1.5175  0.288

# 5
A 3-piece molecular cluster, C5H13NO2 overall at a distorted geometry. Source: the OMol25 dataset; level of theory: the ωB97M-V functional and the def2-TZVPD basis.

Values from the calculation:
Gap between HOMO and LUMO: 9.161 eV
HOMO level: -8.538 eV
Structure (SMILES): C=C/C=C/CN.O.O
Calculated total energy: -10978.603 eV
Net charge: 0
Relative energy (zero: lowest compared OMol25 entry of this formula, charge and spin): 316.1 kJ/mol

Each line ends with the Mulliken charge.
Atoms and positions in Å:
N: -1.4806 0.4648 0.5579  -0.584
C: -1.1126 0.0687 -0.8391  -0.613
C: 3.9096 0.1693 -1.3397  -0.686
C: 2.7408 0.6747 -0.8599  -0.449
C: 1.3929 0.1500 -0.6565  -0.105
C: 0.2256 0.6694 -1.0614  -0.162
H: -0.8555 -0.0949 1.1382  0.262
H: -1.3950 1.4509 0.7731  0.254
H: -1.8688 0.5905 -1.4905  0.280
H: -1.3038 -1.0460 -0.9548  0.298
H: 4.8580 0.7128 -1.1956  0.236
H: 3.9146 -0.8126 -1.7571  0.292
H: 2.7703 1.6882 -0.6556  0.320
H: 1.3425 -0.8814 -0.1396  0.376
H: 0.2547 1.6117 -1.6822  0.296
H: 0.3353 -0.3734 3.2043  0.311
H: 1.3566 -0.6960 2.2068  0.334
O: 0.5119 -1.0001 2.5506  -0.651
H: -4.9534 -0.5314 0.3001  0.330
H: -5.0689 -1.6348 1.2610  0.306
O: -5.5742 -1.1804 0.6399  -0.645

# 6
C5H13NO2 as an isolated structure at a distorted geometry. Source: the OMol25 dataset; level of theory: the ωB97M-V functional and the def2-TZVPD basis.

Values from the calculation:
Gap between HOMO and LUMO: 5.431 eV
HOMO level: -7.570 eV
Calculated total energy: -10971.050 eV
Net charge: 0
Relative energy (zero: lowest compared OMol25 entry of this formula, charge and spin): 1044.8 kJ/mol

Each line ends with the Mulliken charge.
Atoms and positions in Å:
C: 0.6591 1.2826 -0.4495  -0.931
O: 3.9861 1.2092 -0.3621  -0.673
C: 0.7074 -0.0471 0.0964  1.277
C: -0.5252 -0.0918 -0.8329  -0.532
C: -1.5844 -1.1031 0.0128  -0.424
C: -2.7930 -0.2550 0.3781  -0.700
O: -2.3934 0.8585 1.0013  -0.705
N: 1.8006 -0.7832 -0.0275  -0.849
H: 0.0820 2.0116 0.0936  0.439
H: 1.2652 1.4673 -1.3278  0.333
H: 3.3284 0.5327 -0.1155  0.359
H: -0.1275 0.3361 1.9982  0.536
H: -0.1625 -0.6248 -1.7236  0.404
H: -1.2999 0.6577 -1.0805  0.436
H: -1.0351 -1.3354 0.9605  0.327
H: -1.8914 -2.1376 -0.4132  0.323
H: -3.4971 -0.9176 0.9315  0.359
H: -3.3361 -0.1407 -0.5709  0.303
H: 1.7702 -1.7011 0.4024  0.192
H: 0.2066 0.0096 1.3164  -0.768
H: 4.8401 0.7720 -0.2879  0.295

# 7
A 3-piece molecular cluster, C5H13NO2 overall at a distorted geometry. Source: the OMol25 dataset; level of theory: the ωB97M-V functional and the def2-TZVPD basis.

Values from the calculation:
Gap between HOMO and LUMO: 8.613 eV
HOMO level: -7.977 eV
Structure (SMILES): C=CC(=C)NC.O.O
Calculated total energy: -10977.655 eV
Net charge: 0
Relative energy (zero: lowest compared OMol25 entry of this formula, charge and spin): 407.6 kJ/mol

Each line ends with the Mulliken charge.
Atoms and positions in Å:
C: 0.4741 -1.7341 -1.1968  -1.176
N: 0.3550 -0.3579 -0.5264  -0.271
C: -0.9311 0.1255 -0.4021  1.023
C: -2.0515 -0.0669 -1.0584  -1.001
C: -2.1658 1.1170 1.4021  -0.917
C: -1.1410 1.2527 0.6035  -0.491
H: 0.3675 -1.6379 -2.3056  0.371
H: 1.5420 -2.0094 -1.1825  0.344
H: -0.1739 -2.6058 -1.0282  0.376
H: 0.8689 -0.5131 0.3901  0.318
H: -2.1246 -0.6859 -1.9967  0.222
H: -2.9643 0.4060 -0.7579  0.356
H: -3.1194 0.4198 1.3128  0.248
H: -2.1493 1.8400 2.1473  0.309
H: -0.3371 1.9550 0.6838  0.422
H: 3.3020 -0.8098 0.7317  0.326
H: 2.3902 -0.5496 2.0314  0.288
O: 2.4312 -1.0433 1.2308  -0.683
H: 1.0216 1.4453 0.1942  0.324
H: 2.4066 1.8732 -0.5466  0.273
O: 1.9989 1.5791 0.2735  -0.661

# 8
C5H13NO2 as an isolated structure at a distorted geometry. Source: the OMol25 dataset; level of theory: the ωB97M-V functional and the def2-TZVPD basis.

Values from the calculation:
Gap between HOMO and LUMO: 8.475 eV
HOMO level: -7.788 eV
Calculated total energy: -10977.939 eV
Net charge: 0
Relative energy (zero: lowest compared OMol25 entry of this formula, charge and spin): 380.2 kJ/mol

Each line ends with the Mulliken charge.
Atoms and positions in Å:
C: 0.7242 0.0242 -0.1095  1.182
C: -1.6925 -0.5664 0.1190  -0.114
C: -1.0902 0.7094 -0.0970  -0.510
C: 1.5190 1.2909 -0.3954  -1.761
C: 1.0255 -1.0486 -1.1426  -1.692
N: 0.9683 -0.4826 1.2351  -0.634
O: -1.5950 -1.1843 1.3095  -0.492
O: -3.1881 0.5801 0.0287  -0.689
H: -0.7448 -0.8663 1.7237  0.512
H: -3.3995 0.6757 0.9695  0.256
H: -1.8634 -1.2325 -0.7205  0.374
H: 1.5658 0.1246 1.7900  0.208
H: 1.4020 -1.4053 1.2619  0.211
H: -1.2042 1.1375 -1.0851  0.360
H: -0.9856 1.3705 0.7558  0.294
H: 2.6006 1.0951 -0.3725  0.462
H: 2.0974 -1.3009 -1.1455  0.435
H: 1.2824 1.6948 -1.3829  0.383
H: 1.3146 2.0717 0.3440  0.419
H: 0.4891 -1.9781 -0.9357  0.445
H: 0.7745 -0.7093 -2.1504  0.348

# 9
A 2-piece molecular cluster, C5H13NO2 overall at a distorted geometry. Source: the OMol25 dataset; level of theory: the ωB97M-V functional and the def2-TZVPD basis.

Values from the calculation:
Gap between HOMO and LUMO: 9.544 eV
HOMO level: -8.863 eV
Structure (SMILES): CN[C@H](C)CC=O.O
Calculated total energy: -10979.985 eV
Net charge: 0
Relative energy (zero: lowest compared OMol25 entry of this formula, charge and spin): 182.8 kJ/mol

Each line ends with the Mulliken charge.
Atoms and positions in Å:
C: -1.9019 0.5935 -1.0114  -0.986
N: -1.3837 -0.2914 0.0332  -0.369
C: -0.2722 0.2841 0.7630  0.243
C: 0.1649 -0.6076 1.9250  -0.807
C: -0.9061 -1.5209 2.5294  -0.036
O: -0.6087 -2.2632 3.4283  -0.486
C: 0.9589 0.5406 -0.1458  -1.347
H: -1.7967 1.6506 -0.7553  0.334
H: -2.9805 0.4282 -1.0916  0.311
H: -1.4571 0.5024 -1.9558  0.329
H: -1.0772 -1.1603 -0.3937  0.290
H: -0.5876 1.2678 1.1238  0.335
H: 0.9175 -1.3218 1.5728  0.247
H: 0.5835 -0.0855 2.7713  0.413
H: -1.9316 -1.4947 2.1322  0.397
H: 1.1469 -0.4383 -0.5882  0.400
H: 0.7437 1.2357 -0.9574  0.328
H: 1.8195 0.8759 0.4324  0.410
H: 2.5641 1.3035 -3.0214  0.319
H: 3.4296 0.0496 -3.3286  0.313
O: 2.5747 0.4519 -3.4623  -0.638

# 10
A 3-piece molecular cluster, C5H13NO2 overall at a distorted geometry. Source: the OMol25 dataset; level of theory: the ωB97M-V functional and the def2-TZVPD basis.

Values from the calculation:
Gap between HOMO and LUMO: 5.794 eV
HOMO level: -8.986 eV
Calculated total energy: -10973.212 eV
Net charge: 0
Relative energy (zero: lowest compared OMol25 entry of this formula, charge and spin): 836.3 kJ/mol

Each line ends with the Mulliken charge.
Atoms and positions in Å:
C: -1.4001 -0.5936 0.2144  0.447
O: -2.4716 -0.3267 -0.3263  -0.465
C: -0.7345 0.7869 1.0056  -0.110
C: 0.7263 0.4528 1.4559  -0.771
C: 1.2808 -0.8890 1.0905  -0.336
C: 1.7042 -1.2719 -0.1003  -0.595
O: 0.8947 1.0142 -1.5011  -0.786
N: -0.7951 1.8814 0.1894  -0.500
H: -1.4394 -1.3116 1.0552  0.309
H: -0.5598 -0.7865 -0.5125  -0.262
H: -0.1466 1.6750 -0.6601  0.359
H: -1.3532 -1.3477 -2.9028  0.130
H: 0.8249 0.6067 2.5357  0.343
H: 1.2640 1.2612 0.9597  0.390
H: 1.3847 -1.6377 1.8674  0.350
H: -0.6385 -1.2860 -2.6998  -0.133
H: 1.6844 -2.3267 -0.3658  0.275
H: 1.8681 -0.6003 -0.9285  0.329
H: 1.0122 1.8371 -1.9975  0.167
H: -1.3926 0.9838 1.8626  0.499
H: -1.7129 1.8786 -0.2418  0.360

# 11
A 2-piece molecular cluster, C5H13NO2 overall at a distorted geometry. Source: the OMol25 dataset; level of theory: the ωB97M-V functional and the def2-TZVPD basis.

Values from the calculation:
Gap between HOMO and LUMO: 10.116 eV
HOMO level: -9.278 eV
Structure (SMILES): CC(C)O.CNC=O
Calculated total energy: -10980.016 eV
Net charge: 0
Relative energy (zero: lowest compared OMol25 entry of this formula, charge and spin): 179.7 kJ/mol

Each line ends with the Mulliken charge.
Atoms and positions in Å:
C: -1.1092 -0.3904 -0.1365  0.934
C: -0.7469 -0.1343 -1.5967  -1.290
C: -2.4333 -1.1406 -0.0288  -1.569
O: -1.1896 0.8516 0.5709  -0.542
H: -1.9247 1.3673 0.2117  0.320
H: -0.2558 -1.1257 0.4262  0.134
H: -2.7101 -1.2742 1.0161  0.344
H: 0.1606 0.4651 -1.6636  0.250
H: -1.5488 0.3981 -2.1195  0.387
H: -0.5743 -1.0771 -2.1135  0.346
H: -2.3549 -2.1192 -0.4995  0.369
H: -3.2423 -0.5889 -0.5222  0.412
C: 2.3825 1.5527 0.4824  -0.764
N: 2.2316 0.1159 0.4697  -0.047
C: 1.4311 -0.5718 1.2822  -0.144
O: 1.1147 -1.7581 1.0662  -0.671
H: 2.7142 -0.4121 -0.2452  0.232
H: 0.8234 0.0646 1.9396  0.433
H: 2.2934 1.9488 -0.5290  0.289
H: 3.3500 1.8425 0.9010  0.310
H: 1.5887 1.9857 1.0884  0.268

# 12
A 2-piece molecular cluster, C5H13NO2 overall at a distorted geometry. Source: the OMol25 dataset; level of theory: the ωB97M-V functional and the def2-TZVPD basis.

Values from the calculation:
Gap between HOMO and LUMO: 8.419 eV
HOMO level: -7.756 eV
Structure (SMILES): C/C=C\N.CC(O)O
Calculated total energy: -10979.749 eV
Net charge: 0
Relative energy (zero: lowest compared OMol25 entry of this formula, charge and spin): 205.5 kJ/mol

Each line ends with the Mulliken charge.
Atoms and positions in Å:
C: 1.2790 0.2917 -0.2365  0.856
C: 1.8136 1.7185 -0.2443  -1.323
O: 2.0427 -0.5331 0.6050  -0.499
O: 1.2338 -0.2255 -1.5475  -0.511
H: 2.9809 -0.4497 0.3890  0.304
H: 2.1016 -0.1426 -1.9665  0.317
H: 0.1654 0.2548 0.2443  -0.283
H: 1.1868 2.3474 -0.8718  0.336
H: 2.8312 1.7434 -0.6517  0.403
H: 1.8421 2.1170 0.7670  0.345
C: -2.3253 0.4952 -0.2428  -0.886
N: -0.8298 -2.1462 0.0025  -0.509
C: -1.3205 -1.4226 1.0587  -0.108
C: -1.6897 -0.1182 0.9808  -0.453
H: -0.5546 -1.5633 -0.7896  0.206
H: -0.0861 -2.7882 0.2381  0.309
H: -1.1950 -1.8920 2.0267  0.291
H: -2.0243 0.3315 1.9085  0.336
H: -2.2835 1.5819 -0.1740  0.310
H: -3.3770 0.2121 -0.3546  0.301
H: -1.7913 0.1879 -1.1413  0.258

Question: Which of these has the lowest calculated total energy?
Answer: number 4